Below is C24H31AuN4O as an isolated structure, with properties calculated with wB97M-V/def2-TZVPD.

```
! RIJCOSX wB97M-V def2-TZVPD def2/J DEFGRID3
* xyz 2 3
C -1.7842 1.7015 -1.1178
H 2.6405 -3.8013 -2.3519
H 1.9634 0.1546 4.1271
H -1.0041 4.2472 -0.6926
C 3.8638 -0.4863 -1.6550
H 2.5156 -1.5809 1.9658
C -2.5612 1.8451 -2.2754
C -3.5543 0.2893 -0.2320
H 3.6799 1.5701 -2.2096
C 1.7477 -3.2196 -2.2591
H -1.3424 -1.0304 -1.7091
C 1.6762 0.5889 3.1704
H -0.8579 3.3250 0.7966
Au 0.6275 0.7522 0.3290
N -1.3718 0.6083 0.9592
N -0.4522 2.2502 -1.0247
H 0.0349 1.6772 -3.0014
N 0.8304 -0.3054 2.3108
H -0.2223 3.4184 -2.7996
H -3.9436 -0.3515 0.5295
C -0.5730 -2.7527 -2.6085
H 0.4342 -4.4609 -3.4881
C -3.8129 1.2794 -2.3728
C -0.4062 -1.6143 -1.8644
H 0.6350 3.7925 -0.1051
H 3.3663 1.4434 0.0763
H -4.0482 -0.5685 4.4159
H 2.9728 -1.4423 0.0893
H -4.3674 1.5321 -3.2603
H 2.5678 0.7870 2.6223
H 4.1785 -0.7941 -2.6484
C -0.7024 -1.0230 4.1162
N 0.7477 -1.2828 -1.3003
H 2.1417 0.6507 -2.3974
H 4.7901 -0.2571 -1.0691
H 0.1622 -1.3589 4.6574
C -4.3403 0.5220 -1.3356
C 0.5284 -3.5740 -2.8443
H 3.8012 -2.5072 -0.8976
C -2.8784 0.0348 2.7736
C 3.0530 0.8042 -1.7846
C 3.1552 -1.6257 -0.9768
H 0.9502 -2.1996 1.4043
O 2.5918 1.2910 -0.4911
H 1.4173 -2.2514 3.0585
H -1.5360 -2.9749 -3.0132
H -5.3514 0.1093 -1.3775
H -2.0666 -1.5847 5.6276
C 1.4446 -1.6272 2.1989
C -0.5182 -0.4160 2.8923
H -2.1340 2.4366 -3.0463
H 1.1502 1.5296 3.3418
C 1.8140 -2.0570 -1.5343
H -3.7168 0.4889 2.2925
C -0.3997 3.4976 -0.2064
C -3.0622 -0.5620 3.9766
C 0.1690 2.5346 -2.3474
C -2.2840 0.9105 -0.0732
C -1.6030 0.0705 2.1742
H 1.2150 2.6967 -2.2069
C -1.9713 -1.1298 4.6717
*
```

The energy above the lowest of the compared OMol25 structures with the same formula, charge and spin comes out at 0.0 kJ/mol. The value obtained for the gap between HOMO and LUMO (alpha / beta) is 9.07 / 6.60 eV. The value obtained for the HOMO energy (alpha / beta) is -14.153 / -14.838 eV. The LUMO energy (alpha / beta) comes out at -0.187 / -0.303 hartree. As for the electronic energy: -1362.4735 Eh. The expectation value of S² is 2.0507.